Record 1
{
  "formula": "C52H44As2OPRuS3",
  "method": "ωB97M-V/def2-TZVPD",
  "charge": -1,
  "homo_energy_ev": -2.932,
  "orbital_gap_ev": 5.29,
  "e_tot_ev": -222741.31575,
  "mol_weight_g_mol": 1063.01,
  "symbols": ["Ru", "C", "C", "As", "C", "C", "C", "C", "C", "C", "C", "C", "C", "C", "C", "C", "As", "C", "C", "C", "C", "C", "C", "C", "C", "C", "C", "C", "C", "H", "H", "H", "H", "H", "H", "H", "H", "H", "H", "H", "H", "H", "H", "H", "H", "H", "H", "H", "H", "H", "H", "H", "H", "S", "C", "S", "S", "C", "C", "C", "C", "C", "C", "C", "H", "H", "H", "H", "H", "O", "P", "C", "C", "C", "C", "C", "C", "C", "C", "C", "C", "C", "C", "C", "C", "C", "C", "C", "C", "H", "H", "H", "H", "H", "H", "H", "H", "H", "H", "H", "H", "H", "H", "H"],
  "xyz": [[-0.006, 0.121, 0.226], [-3.193, -0.962, 1.481], [-2.760, -2.398, 1.219], [-1.456, -2.587, -0.244], [-1.642, -4.458, -0.747], [-1.817, -4.849, -2.071], [-1.848, -6.197, -2.402], [-1.705, -7.159, -1.412], [-1.535, -6.775, -0.089], [-1.498, -5.428, 0.241], [-2.523, -1.737, -1.681], [-2.014, -0.625, -2.332], [-2.786, 0.061, -3.265], [-4.071, -0.372, -3.550], [-4.590, -1.488, -2.901], [-3.817, -2.167, -1.972], [-1.596, 0.100, 1.923], [-1.126, -0.758, 3.612], [-2.077, -1.056, 4.583], [-1.707, -1.698, 5.756], [-0.377, -2.041, 5.966], [0.575, -1.742, 5.003], [0.201, -1.104, 3.827], [-2.398, 1.747, 2.565], [-1.954, 2.350, 3.735], [-2.499, 3.558, 4.150], [-3.494, 4.166, 3.400], [-3.934, 3.573, 2.225], [-3.382, 2.373, 1.805], [-3.946, -0.903, 2.270], [-3.619, -0.514, 0.581], [-3.609, -3.051, 1.005], [-2.230, -2.801, 2.086], [-1.926, -4.104, -2.849], [-1.977, -6.494, -3.436], [-1.721, -8.211, -1.671], [-1.412, -7.522, 0.685], [-1.326, -5.135, 1.271], [-1.014, -0.263, -2.094], [-2.377, 0.936, -3.754], [-4.676, 0.162, -4.274], [-5.597, -1.823, -3.117], [-4.233, -3.035, -1.469], [-3.115, -0.775, 4.438], [-2.454, -1.926, 6.507], [-0.084, -2.542, 6.882], [1.612, -2.011, 5.159], [0.930, -0.882, 3.060], [-1.167, 1.888, 4.319], [-2.134, 4.028, 5.055], [-3.914, 5.112, 3.721], [-4.692, 4.057, 1.621], [-3.701, 1.941, 0.864], [1.640, 4.389, 0.890], [0.931, 2.904, 0.721], [1.458, 1.420, 1.458], [-0.418, 2.472, -0.269], [0.186, -1.949, 0.192], [1.380, -2.758, 0.068], [1.589, -3.904, -0.733], [2.748, -4.658, -0.658], [3.778, -4.319, 0.213], [3.617, -3.174, 0.990], [2.474, -2.405, 0.900], [0.835, -4.213, -1.445], [2.847, -5.527, -1.301], [4.678, -4.918, 0.276], [4.404, -2.861, 1.670], [2.376, -1.508, 1.499], [1.414, 0.128, -1.436], [2.677, 0.190, -2.207], [2.654, 1.561, -3.390], [3.561, 1.651, -4.445], [3.524, 2.738, -5.300], [2.584, 3.745, -5.103], [1.685, 3.661, -4.052], [1.715, 2.568, -3.194], [2.909, -1.312, -3.186], [1.773, -2.077, -3.435], [1.858, -3.210, -4.229], [3.078, -3.592, -4.765], [4.220, -2.845, -4.503], [4.137, -1.709, -3.714], [4.165, 0.428, -1.223], [4.834, -0.666, -0.682], [5.911, -0.468, 0.167], [6.314, 0.821, 0.488], [5.641, 1.915, -0.039], [4.569, 1.721, -0.894], [4.296, 0.872, -4.606], [4.227, 2.804, -6.121], [2.559, 4.598, -5.770], [0.959, 4.445, -3.880], [1.018, 2.507, -2.362], [0.835, -1.793, -2.969], [0.972, -3.808, -4.407], [3.146, -4.485, -5.375], [5.177, -3.154, -4.903], [5.033, -1.141, -3.495], [4.509, -1.674, -0.908], [6.423, -1.324, 0.589], [7.147, 0.975, 1.163], [5.937, 2.921, 0.230], [4.029, 2.578, -1.280]]
}


Record 2
{
  "formula": "ClF2HSi",
  "method": "ωB97M-V/def2-TZVPD",
  "relative_energy_kcal_mol": 81.1,
  "homo_energy_ev": -10.846,
  "orbital_gap_ev": 9.53,
  "e_tot_ev": -25852.36155,
  "mol_weight_g_mol": 102.54,
  "symbols": ["F", "F", "Si", "Cl", "H"],
  "xyz": [[1.727, -2.115, -0.451], [1.132, -0.261, 1.936], [1.112, 0.030, 0.333], [2.716, 0.909, -0.360], [-0.262, -0.393, -0.241]]
}


Record 3
{
  "formula": "C5H9BBrNO6S",
  "method": "ωB97M-V/def2-TZVPD",
  "relative_energy_kcal_mol": 0.0,
  "homo_energy_ev": -10.588,
  "orbital_gap_ev": 10.78,
  "e_tot_ev": -100661.51266,
  "mol_weight_g_mol": 301.91,
  "symbols": ["H", "N", "C", "C", "C", "O", "C", "O", "Br", "B", "O", "O", "S", "C", "O", "O", "H", "H", "H", "H", "H", "H", "H", "H"],
  "xyz": [[-3.143, -1.512, 2.064], [-2.807, -1.324, 1.121], [-2.014, -0.344, 1.113], [-1.450, 0.135, -0.198], [0.073, 0.453, -0.180], [0.547, 0.100, 1.152], [1.875, 0.116, 1.388], [2.636, 0.967, 1.098], [2.370, -1.412, 2.429], [0.325, 2.035, -0.426], [-0.290, 2.910, 0.431], [1.080, 2.491, -1.446], [0.831, -0.555, -1.496], [0.573, -2.227, -0.945], [0.005, -0.316, -2.647], [2.240, -0.312, -1.568], [-1.741, 0.188, 2.029], [-1.681, -0.631, -0.934], [-2.005, 1.030, -0.489], [-0.527, 2.529, 1.282], [1.507, 3.329, -1.240], [1.439, -2.785, -1.297], [-0.354, -2.587, -1.381], [0.509, -2.277, 0.142]]
}


Record 4
{
  "formula": "C5H9N",
  "method": "ωB97M-V/def2-TZVPD",
  "relative_energy_kcal_mol": 38.7,
  "homo_energy_ev": -7.956,
  "orbital_gap_ev": 9.20,
  "e_tot_ev": -6819.31617,
  "mol_weight_g_mol": 83.13,
  "symbols": ["C", "C", "C", "C", "C", "N", "H", "H", "H", "H", "H", "H", "H", "H", "H"],
  "xyz": [[1.140, -0.144, -2.118], [1.366, 0.029, -0.826], [0.960, -0.916, 0.268], [-0.208, -0.331, 1.168], [-1.168, 0.324, 0.548], [-2.236, 0.918, 1.290], [1.388, 0.683, -2.774], [0.676, -0.998, -2.582], [1.869, 0.939, -0.513], [0.573, -1.868, -0.092], [1.806, -0.997, 0.941], [-0.039, -0.658, 2.180], [-1.276, 0.457, -0.516], [-2.844, 1.516, 0.766], [-2.006, 1.049, 2.260]]
}